(1)
37
Properties=species:S:1:pos:R:3 method="wB97M-V/def2-TZVPD" homo_energy_ev=-7.64 e_above_lowest_kcal_mol=27.6 e_lumo_ev=0.80 smiles=Cc1c[nH]c2ccccc12.CCc1ccccc1 energy_ha=-713.91831 orbital_gap_ev=8.4408 largest_force_ev_per_a=2.713
C 0.57850 2.93558 0.03563
C 0.62723 2.00975 1.18186
C -0.43738 1.45401 1.84251
N -0.03506 0.49903 2.74619
C 1.35313 0.39962 2.66755
C 2.29105 -0.45642 3.25722
C 3.64688 -0.17000 3.06915
C 4.04874 0.85272 2.19049
C 3.14118 1.68815 1.59242
C 1.79351 1.44302 1.84628
H 1.32397 2.79847 -0.74019
H 0.97457 3.89263 0.41749
H -0.39198 3.25085 -0.33531
H -1.45985 1.77362 1.72930
H -0.66814 0.04558 3.38563
H 1.94944 -1.24922 3.90266
H 4.34524 -0.83159 3.55670
H 5.09467 1.07688 2.04121
H 3.29511 2.53108 0.93026
C -0.35308 -3.35817 -1.68592
C -0.29091 -1.91058 -1.13598
C -1.49414 -1.12535 -1.67911
C -2.59995 -0.95376 -0.89446
C -3.70530 -0.28101 -1.47558
C -3.69479 0.17668 -2.76964
C -2.51341 -0.02814 -3.57326
C -1.44751 -0.66120 -2.99709
H 0.54538 -3.92047 -1.42864
H -0.32268 -3.25094 -2.77817
H -1.23195 -3.88481 -1.33234
H -0.35070 -1.80814 -0.03443
H 0.71232 -1.50939 -1.28631
H -2.67804 -1.35651 0.10390
H -4.64800 -0.44090 -0.97055
H -4.46228 0.72560 -3.29702
H -2.38828 0.50908 -4.50414
H -0.54751 -0.86577 -3.57830


(2)
88
Properties=species:S:1:pos:R:3 method="wB97M-V/def2-TZVPD" homo_energy_ev="-0.29 / -1.31" s_squared=0.77 e_above_lowest_kcal_mol=0.0 total_charge=-2 e_lumo_ev="3.64 / 3.63" energy_ha=-7182.47308 orbital_gap_ev="3.9254 / 4.9442" multiplicity=2 largest_force_ev_per_a=0.559
Mn 1.86115 0.38055 -0.12461
C 4.86773 -1.32797 -3.53419
As 4.90517 0.54944 -3.08297
C 6.60896 1.13384 -3.82350
C 3.66192 1.48254 -4.22616
S 4.82698 1.06582 -1.06976
H 5.81918 -1.59486 -3.99697
H 4.03470 -1.51808 -4.20693
H 4.69218 -1.88403 -2.61308
H 6.67354 0.87728 -4.88240
H 7.40884 0.64511 -3.26984
H 6.69065 2.21143 -3.69228
H 3.89873 1.26771 -5.26934
H 3.74841 2.54900 -4.02305
H 2.65809 1.14493 -3.98796
N 2.18474 7.41498 -1.14056
C 1.68534 6.44097 -2.03175
S 1.06948 6.98218 -3.52524
C 1.76568 5.09389 -1.60897
C 1.21446 4.01587 -2.35538
C 1.27656 2.73465 -1.87812
N 1.85061 2.37201 -0.70474
C 2.40400 3.37840 -0.00406
C 2.38506 4.69736 -0.38769
H 1.87036 8.33095 -1.42516
H 1.96280 7.23004 -0.16998
H 0.73471 4.22296 -3.30200
H 0.84154 1.91656 -2.44226
H 2.90115 3.08086 0.91145
H 2.90136 5.41344 0.23801
O 3.44562 -2.59119 -0.96216
S 2.01407 -2.35837 -1.11537
O 1.26750 -3.54260 -1.52310
O 1.42975 -1.76246 0.13856
S 1.68192 -0.81947 -2.43936
C 3.93371 -0.60891 1.97346
O 3.01813 0.33457 2.51328
C 1.99291 0.70276 1.65184
C 1.00251 1.43927 2.54181
H 3.44156 -1.56609 1.78119
H 4.72715 -0.73888 2.71158
H 4.36072 -0.26897 1.03055
H 1.27121 1.35763 3.59800
H -0.00776 1.04636 2.40859
H 0.96738 2.50405 2.28038
C -5.71838 -2.62417 -1.01843
C -5.46358 -2.06951 0.38845
C -5.91430 -3.12093 1.40640
C -6.34734 -0.83011 0.58711
C -3.95783 -1.70400 0.59027
O -3.90661 -0.95821 1.79668
C -3.02280 -2.93386 0.66299
C -2.77863 -3.54816 2.04780
C -1.80300 -2.78476 2.91727
C -0.52099 -2.46729 2.47465
C 0.38288 -1.81076 3.30150
C 0.00085 -1.49036 4.59213
Cl 1.13489 -0.72608 5.67388
C -1.27563 -1.77032 5.05189
C -2.16940 -2.40980 4.20759
C -3.48973 -0.81920 -0.59169
N -2.27852 -0.08060 -0.31658
C -1.00358 -0.47850 -0.43563
N -0.19541 0.52684 -0.17391
C -1.04705 1.55327 0.09602
N -2.32002 1.23402 0.02473
H -6.76137 -2.94146 -1.09396
H -5.09418 -3.49109 -1.24132
H -5.54932 -1.87496 -1.79258
H -6.98928 -3.28781 1.29949
H -5.72181 -2.78393 2.42525
H -5.41371 -4.07802 1.25148
H -7.39687 -1.12241 0.49641
H -6.15723 -0.05751 -0.15827
H -6.18893 -0.39232 1.57038
H -2.98648 -0.73981 1.99370
H -2.04481 -2.64831 0.27580
H -3.38154 -3.69916 -0.02886
H -2.37854 -4.55392 1.88524
H -3.70716 -3.66626 2.60289
H -0.17778 -2.70509 1.47340
H 1.36035 -1.54997 2.91887
H -1.56167 -1.48714 6.05607
H -3.17416 -2.62050 4.55763
H -4.24027 -0.07506 -0.84299
H -3.30667 -1.44294 -1.46774
H -0.67517 -1.45451 -0.75185
H -0.70971 2.54919 0.32806


(3)
19
Properties=species:S:1:pos:R:3 method="wB97M-V/def2-TZVPD" homo_energy_ev=-8.91 e_above_lowest_kcal_mol=31.1 e_lumo_ev=0.78 smiles=CCS.CNC energy_ha=-613.07952 orbital_gap_ev=9.6884 largest_force_ev_per_a=2.769
C 2.78575 -1.55145 -0.65120
C 3.09459 -0.26084 -1.41163
S 4.35111 -0.58904 -2.78067
H 3.21208 -1.47234 0.35460
H 1.71059 -1.70539 -0.59389
H 3.24325 -2.48033 -0.99260
H 2.23018 -0.05814 -2.04267
H 3.51005 0.60423 -0.91723
H 4.99777 -1.45921 -1.99382
C -2.35413 -0.15444 1.15563
N -3.03585 0.92051 1.84704
C -3.56672 1.93182 0.89720
H -2.93563 -1.04334 0.88124
H -1.47617 -0.65828 1.57077
H -2.07885 0.15956 0.12795
H -2.38431 1.37299 2.46368
H -4.32867 2.41858 1.50927
H -2.86764 2.63630 0.44813
H -4.10741 1.38882 0.12819


(4)
8
Properties=species:S:1:pos:R:3 method="wB97M-V/def2-TZVPD" homo_energy_ev=-8.63 e_above_lowest_kcal_mol=141.2 e_lumo_ev=-0.20 energy_ha=-1376.73720 orbital_gap_ev=8.4277 largest_force_ev_per_a=3.060
C 2.05992 -0.31618 -1.58485
O 0.38291 -0.68355 1.15221
P -0.33308 0.18360 0.22995
Cl 0.69806 -1.38792 -2.13956
Cl 1.13974 1.16905 -0.88335
H 2.23948 -0.74617 -0.67552
H -1.00241 1.31209 0.68429
H -1.10333 -0.64089 -0.55957